# 1
Computed, not measured: a cluster of 9 separate species, C28H79N5O13 in total in a non-equilibrium geometry, with ωB97M-V with the def2-TZVPD basis set.

Each atom is followed by the atoms it is bonded to, with distances in Å.
Element x y z (Å)
1 C -2.972 2.126 -3.049  C2 1.523, H7 1.092, H8 1.086, H9 1.100
2 C -1.710 2.889 -2.666  C1 1.523, C3 1.531, N6 1.474, H10 1.090
3 C -1.925 3.765 -1.429  C2 1.531, O4 1.407, H11 1.094, H12 1.103
4 O -2.983 4.665 -1.647  C3 1.407, C5 1.418
5 C -3.110 5.632 -0.618  O4 1.418, H13 1.086, H14 1.095, H15 1.097
6 N -0.651 1.913 -2.354  C2 1.474, H16 1.020, H17 1.029
7 H -3.495 1.653 -2.215  C1 1.092
8 H -2.914 1.539 -3.961  C1 1.086
9 H -3.743 2.860 -3.325  C1 1.100
10 H -1.375 3.572 -3.447  C2 1.090
11 H -1.043 4.333 -1.117  C3 1.094
12 H -2.120 3.110 -0.562  C3 1.103
13 H -3.952 6.317 -0.625  C5 1.086
14 H -2.189 6.222 -0.580  C5 1.095
15 H -3.136 5.079 0.329  C5 1.097
16 H 0.172 2.506 -2.242  N6 1.020
17 H -0.826 1.451 -1.452  N6 1.029
18 C 3.705 3.090 -1.353  C19 1.543, H24 1.088, H25 1.092, H26 1.086
19 C 2.685 3.953 -2.124  C18 1.543, C20 1.508, N23 1.496, H27 1.099
20 C 1.718 4.747 -1.282  C19 1.508, O21 1.431, H28 1.096, H29 1.095
21 O 0.785 5.354 -2.182  C20 1.431, C22 1.421
22 C 0.385 6.672 -1.833  O21 1.421, H30 1.090, H31 1.092, H32 1.094
23 N 3.417 4.864 -3.058  C19 1.496, H33 1.017, H34 1.018
24 H 3.166 2.578 -0.558  C18 1.088
25 H 4.392 3.833 -0.941  C18 1.092
26 H 4.245 2.383 -1.977  C18 1.086
27 H 2.150 3.214 -2.736  C19 1.099
28 H 2.317 5.461 -0.705  C20 1.096
29 H 1.097 4.195 -0.569  C20 1.095
30 H -0.472 6.909 -2.463  C22 1.090
31 H 1.185 7.383 -2.055  C22 1.092
32 H 0.060 6.631 -0.789  C22 1.094
33 H 3.771 4.208 -3.750  N23 1.017
34 H 2.683 5.377 -3.542  N23 1.018
35 C -2.184 -3.091 -1.950  C36 1.518, H41 1.087, H42 1.093, H43 1.090
36 C -1.846 -4.362 -1.190  C35 1.518, C37 1.540, N40 1.462, H44 1.094
37 C -2.990 -5.391 -1.136  C36 1.540, O38 1.411, H45 1.097, H46 1.098
38 O -3.659 -5.583 -2.363  C37 1.411, C39 1.410
39 C -4.065 -6.919 -2.562  O38 1.410, H47 1.098, H48 1.093, H49 1.088
40 N -0.590 -4.953 -1.646  C36 1.462, H50 1.013, H51 1.020
41 H -1.288 -2.521 -2.181  C35 1.087
42 H -2.777 -2.504 -1.244  C35 1.093
43 H -2.868 -3.371 -2.751  C35 1.090
44 H -1.750 -4.054 -0.145  C36 1.094
45 H -3.715 -5.159 -0.346  C37 1.097
46 H -2.543 -6.341 -0.816  C37 1.098
47 H -4.760 -7.274 -1.790  C39 1.098
48 H -3.192 -7.576 -2.535  C39 1.093
49 H -4.645 -7.005 -3.478  C39 1.088
50 H -0.405 -5.947 -1.587  N40 1.013
51 H -0.566 -4.810 -2.655  N40 1.020
52 C -2.045 -4.484 2.619  C53 1.538, H58 1.087, H59 1.096, H60 1.093
53 C -1.593 -3.040 2.890  C52 1.538, C54 1.537, N57 1.471, H61 1.094
54 C -0.471 -2.960 3.938  C53 1.537, O55 1.404, H62 1.095, H63 1.095
55 O -0.234 -1.607 4.225  C54 1.404, C56 1.401
56 C 0.903 -1.302 4.986  O55 1.401, H64 1.092, H65 1.091, H66 1.098
57 N -1.258 -2.362 1.629  C53 1.471, H67 1.021, H68 1.018
58 H -2.678 -4.950 3.369  C52 1.087
59 H -1.154 -5.069 2.360  C52 1.096
60 H -2.606 -4.535 1.682  C52 1.093
61 H -2.516 -2.518 3.157  C53 1.094
62 H 0.379 -3.494 3.499  C54 1.095
63 H -0.809 -3.487 4.836  C54 1.095
64 H 0.746 -1.400 6.063  C56 1.092
65 H 1.253 -0.308 4.703  C56 1.091
66 H 1.795 -1.908 4.781  C56 1.098
67 H -0.465 -2.844 1.203  N57 1.021
68 H -0.872 -1.455 1.885  N57 1.018
69 C 1.914 -4.176 0.950  C70 1.509, H75 1.091, H76 1.091, H77 1.092
70 C 2.219 -2.970 0.096  C69 1.509, C71 1.525, N74 1.488, H78 1.092
71 C 3.094 -3.298 -1.111  C70 1.525, O72 1.425, H79 1.097, H80 1.093
72 O 4.367 -3.778 -0.690  C71 1.425, C73 1.401
73 C 5.274 -2.809 -0.240  O72 1.401, H81 1.090, H82 1.094, H83 1.099
74 N 0.920 -2.478 -0.438  C70 1.488, H84 1.028, H85 1.018
75 H 2.763 -4.842 1.115  C69 1.091
76 H 1.163 -4.831 0.505  C69 1.091
77 H 1.559 -3.838 1.925  C69 1.092
78 H 2.704 -2.125 0.590  C70 1.092
79 H 3.301 -2.450 -1.775  C71 1.097
80 H 2.571 -4.011 -1.753  C71 1.093
81 H 6.289 -3.164 -0.067  C73 1.090
82 H 4.898 -2.373 0.691  C73 1.094
83 H 5.393 -2.075 -1.050  C73 1.099
84 H 0.551 -3.301 -0.931  N74 1.028
85 H 1.009 -1.817 -1.206  N74 1.018
86 C 1.032 0.738 1.883  C87 1.501, O89 1.444, H90 1.096, H91 1.098
87 C 0.965 0.851 0.388  C86 1.501, O88 1.445, H92 1.094, H93 1.090
88 O -0.279 0.319 -0.121  C87 1.445, H94 0.975
89 O 0.236 1.705 2.603  C86 1.444, H95 0.968
90 H 1.957 0.989 2.416  C86 1.096
91 H 0.722 -0.252 2.240  C86 1.098
92 H 1.739 0.211 -0.048  C87 1.094
93 H 0.995 1.892 0.070  C87 1.090
94 H -0.096 -0.639 -0.109  O88 0.975
95 H -0.682 1.397 2.600  O89 0.968
96 C 2.028 3.692 3.945  C97 1.532, O99 1.420, H100 1.101, H101 1.087
97 C 2.573 4.189 2.602  C96 1.532, O98 1.420, H102 1.095, H103 1.094
98 O 3.988 4.134 2.493  C97 1.420, H104 0.960
99 O 2.578 4.285 5.112  C96 1.420, H105 0.958
100 H 2.325 2.634 4.016  C96 1.101
101 H 0.948 3.579 3.957  C96 1.087
102 H 2.168 5.147 2.260  C97 1.095
103 H 2.142 3.491 1.878  C97 1.094
104 H 4.355 4.322 3.360  O98 0.960
105 H 3.512 4.472 5.007  O99 0.958
106 C -3.418 0.577 3.364  C107 1.551, O109 1.433, H110 1.095, H111 1.090
107 C -2.789 0.865 4.752  C106 1.551, O108 1.419, H112 1.094, H113 1.097
108 O -2.229 -0.332 5.268  C107 1.419, H114 0.994
109 O -2.308 0.388 2.477  C106 1.433, H115 0.966
110 H -4.047 1.445 3.137  C106 1.095
111 H -4.026 -0.327 3.325  C106 1.090
112 H -3.495 1.236 5.500  C107 1.094
113 H -2.081 1.703 4.759  C107 1.097
114 H -1.502 -0.566 4.631  O108 0.994
115 H -2.745 0.058 1.681  O109 0.966
116 C -0.435 -0.373 -5.315  C117 1.508, O119 1.398, H120 1.097, H121 1.094
117 C 0.840 -0.894 -4.700  C116 1.508, O118 1.420, H122 1.094, H123 1.090
118 O 0.804 -0.958 -3.282  C117 1.420, H124 0.964
119 O -0.601 0.971 -4.967  C116 1.398, H125 0.985
120 H -1.342 -0.925 -5.036  C116 1.097
121 H -0.336 -0.477 -6.400  C116 1.094
122 H 1.638 -0.200 -4.978  C117 1.094
123 H 1.084 -1.870 -5.120  C117 1.090
124 H 0.439 -0.189 -2.829  O118 0.964
125 H -0.494 1.146 -4.004  O119 0.985

- HOMO energy: -9.11 eV
- LUMO energy: 0.0176 hartree
- Multiplicity: 1
- Electronic energy: -2365.90785 Ha
- Frontier orbital gap: 9.59 eV
- SMILES: COC[C@H](C)N.COC[C@H](C)N.COC[C@H](C)N.COC[C@H](C)N.COC[C@H](C)N.OCCO.OCCO.OCCO.OCCO

***

# 2
Computed, not measured: a cluster of 4 separate species, C21H27ClIN2O10 in total in a non-equilibrium geometry, with ωB97M-V with the def2-TZVPD basis set.

Each atom is followed by the atoms it is bonded to, with distances in Å.
Element x y z (Å)
1 C -2.913 3.151 -3.125  C2 1.641, H18 1.194, H19 1.177, H20 1.193
2 C -1.901 2.948 -4.400  C1 1.641, C3 1.646, H21 1.193, H22 1.180
3 C -0.573 2.028 -4.086  C2 1.646, Cl4 1.891, C5 1.650, H23 1.193
4 Cl -0.070 1.247 -5.732  C3 1.891
5 C -0.791 0.911 -2.891  C3 1.650, N6 1.539, C14 1.673
6 N -1.187 -0.527 -3.267  C5 1.539, C7 1.537, H24 1.064
7 C -1.414 -1.635 -2.226  N6 1.537, C8 1.639, H25 1.192
8 C -1.295 -1.377 -0.612  C7 1.639, C9 1.667, H26 1.178
9 C -0.913 0.164 -0.103  C8 1.667, C10 1.665, C14 1.639
10 C -0.838 0.448 1.536  C9 1.665, I11 2.215, C12 1.638, H27 1.194
11 I -2.268 2.001 2.205  C10 2.215
12 C 0.685 0.655 2.103  C10 1.638, C13 1.637, H28 1.193, H29 1.190
13 C 1.209 2.205 2.160  C12 1.637, H30 1.170, H31 1.193, H32 1.193
14 C -0.641 1.285 -1.267  C5 1.673, C9 1.639, N15 1.513
15 N -0.265 2.711 -0.933  C14 1.513, C16 1.398
16 C 1.090 2.945 -1.181  N15 1.398, O17 1.358
17 O 2.447 2.907 -1.179  C16 1.358
18 H -2.471 3.869 -2.280  C1 1.194
19 H -3.297 2.147 -2.644  C1 1.177
20 H -3.881 3.718 -3.532  C1 1.193
21 H -1.507 4.037 -4.685  C2 1.193
22 H -2.507 2.512 -5.314  C2 1.180
23 H 0.306 2.800 -3.853  C3 1.193
24 H -1.331 -0.838 -4.275  N6 1.064
25 H -1.700 -2.733 -2.594  C7 1.192
26 H -1.515 -2.261 0.135  C8 1.178
27 H -1.239 -0.562 2.031  C10 1.194
28 H 0.707 0.236 3.219  C12 1.193
29 H 1.500 0.015 1.518  C12 1.190
30 H 0.568 2.976 1.558  C13 1.170
31 H 1.405 2.602 3.268  C13 1.193
32 H 2.288 2.211 1.649  C13 1.193
33 C -5.506 -1.947 -1.966  C34 1.494, O38 1.415, H39 1.093, H40 1.095
34 C -6.341 -3.049 -1.398  C33 1.494, O35 1.415, H41 1.095, H42 1.093
35 O -5.404 -4.086 -1.176  C34 1.415, C36 1.365
36 C -4.180 -3.495 -1.051  O35 1.365, O37 1.220, O38 1.365
37 O -3.170 -4.072 -0.686  C36 1.220
38 O -4.234 -2.173 -1.388  C33 1.415, C36 1.365
39 H -5.884 -0.958 -1.696  C33 1.093
40 H -5.416 -2.010 -3.055  C33 1.095
41 H -6.800 -2.776 -0.442  C34 1.095
42 H -7.124 -3.376 -2.088  C34 1.093
43 C 4.969 1.056 -0.329  C44 1.494, O48 1.415, H49 1.093, H50 1.095
44 C 6.145 1.334 -1.208  C43 1.494, O45 1.415, H51 1.095, H52 1.093
45 O 7.148 1.730 -0.292  C44 1.415, C46 1.365
46 C 6.817 1.192 0.918  O45 1.365, O47 1.220, O48 1.365
47 O 7.548 1.191 1.894  C46 1.220
48 O 5.563 0.655 0.892  C43 1.415, C46 1.365
49 H 4.329 0.263 -0.727  C43 1.093
50 H 4.360 1.948 -0.149  C43 1.095
51 H 6.487 0.442 -1.743  C44 1.095
52 H 5.944 2.128 -1.932  C44 1.093
53 C 2.164 -1.926 6.056  C54 1.494, O58 1.415, H59 1.093, H60 1.095
54 C 2.108 -3.417 6.135  C53 1.494, O55 1.415, H61 1.095, H62 1.093
55 O 0.929 -3.737 5.420  C54 1.415, C56 1.365
56 C 0.688 -2.698 4.568  O55 1.365, O57 1.220, O58 1.365
57 O -0.152 -2.714 3.683  C56 1.220
58 O 1.508 -1.640 4.835  C53 1.415, C56 1.365
59 H 3.190 -1.548 6.043  C53 1.093
60 H 1.617 -1.443 6.872  C53 1.095
61 H 2.961 -3.895 5.641  C54 1.095
62 H 2.046 -3.777 7.165  C54 1.093

- HOMO energy: -12.20 eV
- LUMO energy: -0.1766 hartree
- Multiplicity: 1
- Electronic energy: -2435.55187 Ha
- Frontier orbital gap: 7.39 eV
- Charge: +1

***

# 3
Computed, not measured: a cluster of 3 separate species, C15H32NO7S4 in total, with ωB97M-V with the def2-TZVPD basis set.

Each atom is followed by the atoms it is bonded to, with distances in Å.
Element x y z (Å)
1 C 5.199 -1.238 4.384  C2 1.514, H14 1.102, H15 1.104
2 C 5.704 0.134 3.990  C1 1.514, C3 1.567, H16 1.100, H17 1.102
3 C 5.099 1.404 4.680  C2 1.567, C4 1.523, H18 1.096, H19 1.101
4 C 3.614 1.231 4.969  C3 1.523, S5 1.830, H20 1.089, H21 1.087
5 S 3.010 2.836 5.607  C4 1.830, C6 1.753
6 C 1.329 2.574 6.033  S5 1.753, S7 1.654, N8 1.366
7 S 0.728 3.303 7.391  C6 1.654
8 N 0.575 1.794 5.203  C6 1.366, C9 1.469, C13 1.455
9 C 0.650 2.050 3.758  N8 1.469, C10 1.538, H22 1.100, H23 1.084
10 C -0.191 1.013 2.994  C9 1.538, O11 1.409, H24 1.103, H25 1.088
11 O -0.404 -0.140 3.775  C10 1.409, C12 1.412
12 C -1.229 0.175 4.877  O11 1.412, C13 1.541, H26 1.089, H27 1.101
13 C -0.783 1.458 5.604  N8 1.455, C12 1.541, H28 1.099, H29 1.087
14 H 4.194 -1.425 3.973  C1 1.102
15 H 5.148 -1.362 5.480  C1 1.104
16 H 5.554 0.271 2.909  C2 1.100
17 H 6.791 0.213 4.151  C2 1.102
18 H 5.629 1.617 5.615  C3 1.096
19 H 5.226 2.287 4.035  C3 1.101
20 H 3.083 0.914 4.072  C4 1.089
21 H 3.443 0.475 5.732  C4 1.087
22 H 0.263 3.062 3.567  C9 1.100
23 H 1.685 2.028 3.435  C9 1.084
24 H -1.165 1.449 2.716  C10 1.103
25 H 0.320 0.701 2.086  C10 1.088
26 H -1.185 -0.686 5.543  C12 1.089
27 H -2.268 0.300 4.535  C12 1.101
28 H -1.454 2.302 5.391  C13 1.099
29 H -0.790 1.312 6.682  C13 1.087
30 O -0.399 2.100 -1.703  S31 1.433
31 S -0.705 0.755 -1.315  O30 1.433, O32 1.427, O33 1.588, C36 1.759
32 O 0.159 0.073 -0.407  S31 1.427
33 O -0.909 -0.118 -2.627  S31 1.588, C34 1.458
34 C 0.160 -0.082 -3.618  O33 1.458, C35 1.511, H37 1.090, H38 1.088
35 C 1.326 -0.968 -3.248  C34 1.511, H39 1.089, H40 1.091, H41 1.090
36 C -2.356 0.664 -0.715  S31 1.759, H42 1.086, H43 1.088, H44 1.087
37 H 0.459 0.957 -3.761  C34 1.090
38 H -0.326 -0.430 -4.527  C34 1.088
39 H 1.863 -0.589 -2.380  C35 1.089
40 H 2.014 -1.012 -4.093  C35 1.091
41 H 0.982 -1.977 -3.026  C35 1.090
42 H -3.018 1.158 -1.421  C36 1.086
43 H -2.358 1.181 0.242  C36 1.088
44 H -2.617 -0.382 -0.580  C36 1.087
45 O -2.418 -0.410 -7.138  S46 1.433
46 S -2.851 -1.301 -6.103  O45 1.433, O47 1.431, O48 1.587, C51 1.757
47 O -1.921 -2.256 -5.582  S46 1.431
48 O -4.169 -2.043 -6.586  S46 1.587, C49 1.453
49 C -4.137 -2.656 -7.903  O48 1.453, C50 1.512, H52 1.090, H53 1.088
50 C -3.405 -3.979 -7.903  C49 1.512, H54 1.088, H55 1.091, H56 1.090
51 C -3.555 -0.397 -4.772  S46 1.757, H57 1.086, H58 1.089, H59 1.087
52 H -3.698 -1.944 -8.602  C49 1.090
53 H -5.188 -2.780 -8.152  C49 1.088
54 H -2.341 -3.848 -7.714  C50 1.088
55 H -3.531 -4.454 -8.877  C50 1.091
56 H -3.809 -4.640 -7.137  C50 1.090
57 H -4.280 0.307 -5.170  C51 1.086
58 H -2.731 0.120 -4.283  C51 1.089
59 H -4.016 -1.102 -4.084  C51 1.087

- HOMO energy: -1.01 eV
- LUMO energy: 0.0567 hartree
- Multiplicity: 1
- Electronic energy: -2764.81186 Ha
- Frontier orbital gap: 2.55 eV
- Charge: -1